Record 1
Here is a structure of composition C21H49AlB2Br3O10S5 from the Open Molecules 2025 dataset. Energies are from ωB97M-V/def2-TZVPD.

The geometry in XYZ format:
```
91
Properties=species:S:1:pos:R:3:lowdin_charge:R:1
Al 2.55 -1.82 0.61 1.32
B 0.86 -2.71 2.99 -0.39
H 1.29 -1.73 3.18 -0.08
H 0.31 -3.01 3.86 0.02
H 0.19 -2.74 2.15 -0.06
H 1.71 -3.34 2.78 -0.06
B -0.10 -0.43 -0.22 -0.47
H -0.22 -1.38 -0.71 -0.06
H 0.86 -0.04 -0.53 -0.05
H -0.91 0.27 -0.38 -0.05
H -0.01 -0.65 0.83 -0.06
C -0.96 2.85 -1.71 -1.39
Br -1.07 3.24 0.24 0.67
Br -0.03 4.41 -2.56 0.53
Br -2.82 2.67 -2.46 0.59
H -0.35 1.98 -1.92 -0.06
C -2.68 -4.56 1.31 -0.22
C -3.15 -4.59 -0.13 -0.25
C -2.00 -4.06 -0.98 -0.18
S -0.53 -4.95 -0.25 0.74
O 0.56 -4.00 -0.17 -0.40
O -0.40 -6.32 -0.79 -0.35
C -1.28 -5.19 1.44 -0.18
H -3.35 -4.97 2.06 0.12
H -2.52 -3.52 1.59 0.11
H -4.12 -4.12 -0.24 0.11
H -3.54 -5.58 -0.36 0.11
H -1.88 -3.00 -0.72 0.08
H -2.08 -4.26 -2.05 0.10
H -0.69 -4.63 2.17 0.06
H -1.34 -6.27 1.61 0.10
C 1.41 -1.57 -5.31 -0.22
C 0.01 -1.00 -5.02 -0.18
C 0.15 -0.11 -3.73 -0.15
S 2.01 0.04 -3.23 0.72
O 2.41 -0.88 -2.17 -0.41
O 2.37 1.45 -3.13 -0.35
C 2.53 -0.60 -4.84 -0.22
H 1.55 -1.76 -6.37 0.11
H 1.56 -2.52 -4.80 0.11
H -0.71 -1.80 -4.89 0.11
H -0.29 -0.38 -5.87 0.11
H -0.50 -0.37 -2.90 0.08
H -0.07 0.91 -4.04 0.08
H 3.55 -0.98 -4.90 0.11
H 2.51 0.30 -5.46 0.10
C 1.49 1.81 5.67 -0.19
C 0.59 0.68 5.09 -0.22
C 0.08 1.12 3.72 -0.20
S 1.63 1.68 2.88 0.72
O 1.42 2.85 2.02 -0.41
O 2.35 0.54 2.34 -0.40
C 2.39 2.24 4.50 -0.19
H 2.07 1.36 6.47 0.11
H 0.95 2.69 6.04 0.11
H -0.27 0.45 5.71 0.12
H 1.15 -0.24 4.96 0.10
H -0.51 2.02 3.86 0.11
H -0.47 0.41 3.11 0.10
H 2.34 3.33 4.40 0.09
H 3.43 1.90 4.57 0.10
C 5.41 3.66 -1.73 -0.22
C 4.04 4.34 -1.50 -0.21
C 3.30 3.58 -0.42 -0.16
S 4.29 1.92 -0.13 0.68
O 3.40 0.83 -0.31 -0.41
O 5.15 2.05 1.01 -0.31
C 5.25 2.15 -1.68 -0.21
H 6.14 3.99 -0.99 0.12
H 5.68 3.82 -2.77 0.11
H 3.49 4.23 -2.43 0.10
H 4.20 5.41 -1.33 0.12
H 2.35 3.25 -0.84 0.06
H 3.12 4.02 0.56 0.09
H 4.79 1.61 -2.50 0.09
H 6.13 1.61 -1.32 0.10
C -5.84 -0.10 -0.18 -0.19
C -4.51 -0.35 0.56 -0.21
C -3.72 0.97 0.64 -0.26
S -5.00 2.27 0.91 0.71
O -4.73 3.26 -0.13 -0.43
O -5.03 2.64 2.36 -0.37
C -6.48 1.22 0.40 -0.18
H -6.56 -0.93 -0.13 0.11
H -5.55 0.06 -1.21 0.11
H -3.87 -1.11 0.11 0.10
H -4.71 -0.63 1.60 0.11
H -3.08 1.16 -0.22 0.00
H -3.11 1.06 1.54 0.08
H -6.84 1.82 -0.43 0.08
H -7.16 1.14 1.25 0.10
```

The multiplicity is 2. For the calculated total energy, the calculation gives -11586.60959 hartree.

Record 2
Here is a structure of composition C21H49HgN2O9S2 from the Open Molecules 2025 dataset. Energies are from ωB97M-V/def2-TZVPD.

The geometry in XYZ format:
```
84
Properties=species:S:1:pos:R:3:lowdin_charge:R:1
Hg 0.65 2.24 -2.92 1.31
C 1.17 -0.44 0.23 0.01
C 1.09 0.81 -0.58 -0.70
O -0.06 1.35 -0.76 -0.15
O 2.11 1.19 -1.24 -0.08
H 2.11 -0.52 0.79 0.07
H 1.13 -1.30 -0.45 0.09
H 0.31 -0.52 0.89 0.08
C -1.23 -4.30 1.74 -0.06
C -0.33 -3.76 2.82 -0.50
C -1.09 -3.48 4.11 -0.07
O 0.67 -4.74 3.13 -0.05
H -1.73 -5.22 2.05 0.09
H -0.63 -4.56 0.86 0.08
H -1.96 -3.60 1.33 0.08
H 0.15 -2.82 2.53 0.12
H -1.32 -4.33 4.75 0.08
H -1.96 -2.82 4.03 0.08
H -0.48 -2.77 4.71 0.07
H 0.97 -4.58 4.03 0.08
C -0.91 -1.39 -5.25 -0.03
C 0.01 -0.57 -4.37 -0.39
C 1.10 0.12 -5.15 -0.19
O 1.93 0.81 -4.20 -0.31
C 3.25 0.97 -4.70 -0.07
N -0.76 0.47 -3.61 0.03
H -0.46 -2.27 -5.70 0.10
H -1.25 -0.81 -6.12 0.09
H -1.80 -1.67 -4.68 0.09
H 0.52 -1.22 -3.66 0.16
H 0.67 0.82 -5.88 0.14
H 1.70 -0.60 -5.69 0.14
H 3.85 1.57 -4.01 0.10
H 3.27 1.45 -5.68 0.10
H 3.74 0.00 -4.70 0.11
H -1.35 -0.02 -2.93 0.08
H -1.46 0.83 -4.26 0.10
C 4.73 -1.23 2.66 -0.06
C 3.80 -1.61 3.82 -0.45
C 4.53 -2.41 4.87 -0.22
O 4.51 -3.77 4.50 -0.18
C 4.94 -4.61 5.53 -0.12
N 3.21 -0.42 4.42 0.04
H 5.74 -0.98 3.00 0.08
H 4.39 -0.40 2.04 0.06
H 4.91 -2.07 1.99 0.08
H 3.05 -2.26 3.34 0.13
H 4.06 -2.27 5.86 0.12
H 5.57 -2.05 4.95 0.13
H 4.76 -5.64 5.26 0.09
H 4.40 -4.41 6.47 0.09
H 6.01 -4.48 5.74 0.09
H 2.61 -0.68 5.19 0.07
H 2.66 0.09 3.74 0.06
C -2.36 5.04 0.67 -0.19
C -1.39 4.45 1.72 -0.17
C -0.01 4.25 1.08 -0.21
S -0.09 4.92 -0.56 0.70
O 0.65 4.02 -1.44 -0.43
O 0.23 6.31 -0.57 -0.25
C -1.84 4.62 -0.70 -0.23
H -2.52 6.11 0.73 0.12
H -3.34 4.55 0.74 0.11
H -1.72 3.53 2.18 0.12
H -1.33 5.21 2.50 0.12
H 0.29 3.21 1.02 0.09
H 0.80 4.75 1.62 0.12
H -1.99 3.54 -0.77 0.08
H -2.23 5.18 -1.55 0.12
C -4.94 1.39 -3.32 -0.22
C -4.24 2.27 -2.28 -0.21
C -3.68 1.41 -1.14 -0.22
S -4.38 -0.25 -1.40 0.67
O -4.98 -0.71 -0.18 -0.30
O -3.40 -1.07 -2.08 -0.34
C -5.65 0.29 -2.54 -0.22
H -4.23 0.92 -4.02 0.11
H -5.65 1.95 -3.92 0.12
H -4.90 3.03 -1.87 0.12
H -3.40 2.82 -2.73 0.10
H -4.17 1.64 -0.19 0.10
H -2.61 1.29 -1.02 0.07
H -6.34 0.74 -1.82 0.12
H -6.11 -0.53 -3.08 0.12
```

For the calculated total energy, the calculation gives -2565.69244 hartree. Its charge is +1.